24
Properties=species:S:1:pos:R:3 method="wB97M-V/def2-TZVPD" mol_weight_da=138.2 orbital_gap_ev=9.4 e_lumo_ev=0.908
O -1.93190 -3.28292 1.58774
C -2.73439 -1.59616 0.05076
C 3.13654 1.48138 0.28213
C -0.65544 -1.31554 1.27987
C -1.79847 -2.05767 0.94281
C -0.56505 -0.04044 0.77681
C -2.54013 -0.34734 -0.54602
C 3.00009 0.44590 -0.82175
C -1.43499 0.41679 -0.22458
C -1.06670 1.65000 -0.98006
H 3.62301 1.12799 1.18866
H 0.11842 0.68522 1.20367
H -3.63775 -2.18001 -0.09052
H 2.75810 -0.56161 -0.47727
H -1.05130 2.52602 -0.29985
H 0.02796 -1.85205 1.92807
H 2.15295 0.72807 -1.45390
H -1.72929 1.93145 -1.79070
H 2.17398 1.84845 0.63509
H 3.75426 2.31751 -0.05716
H -2.23701 -3.92266 0.93480
H -3.21804 -0.07132 -1.34284
H 3.85928 0.36115 -1.48036
H -0.00411 1.70777 -1.24540